DFT (the ωB97M-V functional and the def2-TZVPD basis) results for a cluster of 3 separate species, C11H26N2O9S2 in total in a non-equilibrium geometry.

Cartesian coordinates (Å):
C: 1.5296 4.0434 2.8505
C: 2.3287 3.2575 1.6949
C: 1.4904 2.0167 1.0644
C: 0.6419 2.4498 -0.2389
N: -0.4397 3.4348 0.0308
C: -1.7537 2.8034 0.3001
C: -1.9939 2.3411 1.8186
N: -2.6144 0.9616 1.7673
O: -2.8816 3.6260 -0.0825
C: -2.7632 4.9775 0.4064
H: 1.9270 3.8626 3.9018
H: 1.5598 5.1587 2.5569
H: 0.4083 3.7758 2.8335
H: 2.5428 3.9575 0.8051
H: 3.2878 2.8291 2.1488
H: 0.8740 1.4693 1.8523
H: 2.2555 1.2421 0.6791
H: 0.2763 1.5487 -0.8282
H: 1.4021 2.9849 -0.9252
H: -0.1788 4.1361 0.7315
H: -1.8060 1.8487 -0.3420
H: -2.7499 3.0035 2.3739
H: -1.0507 2.2496 2.4496
H: -1.9715 0.2843 1.3343
H: -2.7324 0.6405 2.7455
H: -2.0113 5.1196 1.2498
H: -2.4117 5.6341 -0.4730
H: -3.7581 5.4127 0.7841
O: 3.2470 -1.4122 -2.4813
S: 1.9235 -1.6389 -1.9930
O: 1.6208 -1.7643 -0.6044
O: 1.3048 -2.9176 -2.7765
C: 0.1085 -2.5227 -3.4539
C: 0.2860 -1.0457 -3.7647
O: 0.9491 -0.5052 -2.6250
H: -0.7338 -2.6845 -2.7776
H: -0.0314 -3.1188 -4.3561
H: -0.6641 -0.5389 -3.9333
H: 0.9346 -0.9001 -4.6334
O: 2.1258 -4.4470 0.0596
S: 0.9126 -4.8135 -0.5932
O: 0.4138 -4.1258 -1.7448
O: -0.2627 -4.8842 0.5257
C: -0.8321 -6.1932 0.5391
C: 0.2834 -7.1220 0.0859
O: 0.9770 -6.3999 -0.9317
H: -1.6689 -6.2080 -0.1650
H: -1.1945 -6.4404 1.5373
H: -0.0944 -8.0673 -0.3031
H: 0.9873 -7.3194 0.8997

* 2S+1: 1
* largest force on an atom: 8.33 eV/A
* M: 394.47 g mol⁻¹
* LUMO energy: 0.4027 eV
* energy: -54900.19966 eV
* HOMO-LUMO gap: 8.95 eV

Mulliken atomic charge list, values in e, 4 entries: C -0.7953; C -0.5334; C -0.1953; C -0.6360

---

DFT (the ωB97M-V functional and the def2-TZVPD basis) results for the ion C11H26N3O with charge +1 in a non-equilibrium geometry.

Cartesian coordinates (Å):
C: -0.9166 1.5127 1.5845
C: 0.2911 0.4738 1.8742
C: -1.2142 1.7887 -0.8465
C: 0.6734 -0.1709 -0.5268
C: -0.5110 -5.4938 -0.1422
C: 1.3676 3.2070 -0.2539
C: 0.1026 4.2767 1.6855
C: -0.5163 -3.8726 -0.1837
C: 0.7386 -3.4020 -0.9320
C: 0.4087 -2.2185 -1.9801
C: 0.0240 3.5713 0.3525
N: -0.7061 2.1912 0.3351
N: -1.1028 2.3352 -2.0717
N: 0.2702 -0.6015 0.8633
O: -0.1038 -1.0741 -1.2843
H: -1.7934 0.8201 1.5307
H: -1.1353 2.2061 2.4067
H: 1.2959 1.0187 1.8720
H: 0.0681 0.0173 2.7885
H: -1.6565 0.7235 -0.6866
H: 1.7448 -0.4631 -0.6907
H: 0.4591 -5.7911 0.2896
H: -1.4177 -5.7558 0.4790
H: -0.5585 -6.0115 -1.0540
H: 1.2894 2.2277 -0.5270
H: 1.4819 3.7704 -1.1827
H: 2.3044 3.3595 0.3116
H: 0.0555 5.3774 1.4416
H: 1.0767 3.9818 2.1861
H: -0.8061 3.9717 2.1989
H: -1.4456 -3.4731 -0.5417
H: -0.4839 -3.7279 0.8798
H: 1.4882 -3.0369 -0.2474
H: 1.0936 -4.2241 -1.5089
H: 1.2789 -2.0504 -2.5004
H: -0.3973 -2.6368 -2.5907
H: -0.4225 4.2593 -0.3987
H: -0.5199 3.1396 -2.2548
H: -1.7568 1.9963 -2.7558
H: 0.6968 -1.3783 1.3259
H: -0.7451 -0.8439 0.7549

* net charge: +1
* 2S+1: 1
* largest force on an atom: 4.66 eV/A
* M: 216.35 g mol⁻¹
* LUMO energy: -2.7119 eV
* ΔE to the lowest compared entry with this formula, charge and spin: 87.1 kcal/mol
* energy: -18335.46773 eV
* HOMO-LUMO gap: 7.18 eV

Mulliken atomic charge list, values in e, 4 entries: C -1.0784; C -0.6759; C 0.3142; C -0.9296

---

DFT (the ωB97M-V functional and the def2-TZVPD basis) results for a structure of composition C11H27Cl2MoN2OP2S in a non-equilibrium geometry.

Cartesian coordinates (Å):
C: -4.5339 0.8384 -1.5758
C: -3.9285 1.3230 -0.3758
H: -5.5843 1.1683 -1.6614
H: -4.4536 -0.2648 -1.5887
H: -3.9390 1.1996 -2.4387
O: -3.8840 1.8809 0.6401
Cl: -1.5803 -2.5434 -2.5762
Mo: -0.1232 -0.9966 -1.6309
P: -1.1049 -1.5153 0.3561
C: -0.7923 -0.8085 1.9985
C: -2.8829 -1.8345 0.4457
H: -3.0696 -2.4917 1.3033
H: -0.9451 -3.7364 1.2457
H: -3.2190 -2.3244 -0.4716
H: -0.4923 -3.7370 -0.4813
H: -1.2679 0.1776 2.0551
H: -3.4314 -0.8958 0.5596
C: -0.3822 -3.2004 0.4713
H: -1.2225 -1.4837 2.7546
H: 0.6778 -3.1705 0.7465
H: 0.2840 -0.7083 2.1865
P: -0.0008 1.3271 -1.5305
C: 0.5138 2.3261 -0.0996
C: 1.4086 1.5985 -2.6906
H: -1.7316 1.8851 -3.0892
H: -0.8107 3.3275 -2.5653
H: -2.0577 2.5905 -1.4841
C: -1.2830 2.3916 -2.2325
H: 1.3485 0.8849 -3.5298
H: 1.3494 2.6229 -3.0824
H: 0.6557 3.3672 -0.4182
H: 1.4595 1.9531 0.3147
H: 2.3645 1.4279 -2.1786
H: -0.2538 2.2920 0.6751
Cl: 1.2308 -1.4869 -3.5251
S: 2.0602 -1.0812 -0.6358
C: 2.7929 -0.6370 0.8951
N: 2.3301 0.1759 1.8639
C: 3.3400 0.4096 2.8850
C: 4.4905 -0.5139 2.4825
N: 3.9971 -1.0967 1.2439
H: 1.4676 0.7185 1.8141
H: 2.9510 0.1512 3.8765
H: 3.6663 1.4573 2.9018
H: 4.6577 -1.3063 3.2259
H: 5.4113 0.0569 2.2927
H: 4.5174 -1.7184 0.6280

* net charge: +3
* 2S+1: 3
* largest force on an atom: 6.39 eV/A
* M: 464.21 g mol⁻¹
* LUMO energy (alpha / beta): -12.1766 / -11.9455 eV
* energy: -73158.48362 eV
* HOMO-LUMO gap (alpha / beta): 6.29 / 6.76 eV

Mulliken atomic charge list, values in e, 4 entries: C -0.4632; C 0.6674; H 0.3907; H 0.2995

---

DFT (the ωB97M-V functional and the def2-TZVPD basis) results for a structure of composition C11H27Cl2O2P2Ti in a non-equilibrium geometry.

Cartesian coordinates (Å):
C: 0.9122 0.0200 -5.2761
C: 1.1311 0.1602 -3.7796
H: 1.9067 0.0602 -5.7554
H: 0.3187 0.8531 -5.6956
H: 0.4544 -0.9334 -5.5655
O: 2.0707 0.6621 -3.2015
Cl: -0.3033 -0.4691 -2.6955
Ti: -0.6097 -0.0727 -0.0984
P: -0.2457 2.4863 -0.2432
C: 1.0502 3.4605 0.6151
C: 0.0700 3.1143 -1.9324
H: 0.1792 4.2161 -1.9352
H: -1.5880 4.5058 0.0041
H: -0.7336 2.8202 -2.6237
H: -2.6416 3.0641 -0.3177
H: 2.0213 3.2184 0.1571
H: 0.9944 2.6564 -2.3180
C: -1.7532 3.4360 0.2163
H: 0.8632 4.5438 0.5275
H: -1.9334 3.3124 1.2924
H: 1.0685 3.1842 1.6779
P: -0.0073 -2.5601 0.0409
C: 1.3623 -3.2500 1.0331
C: -1.4221 -3.5496 0.6532
H: -0.2450 -2.9359 -2.3557
H: 0.1970 -4.4359 -1.4647
H: 1.4246 -3.1761 -1.7760
C: 0.3668 -3.3567 -1.5524
H: -2.3442 -3.3148 0.1091
H: -1.1807 -4.6178 0.5344
H: 1.3026 -4.3471 1.0557
H: 1.3615 -2.8699 2.0616
H: -1.6084 -3.3498 1.7148
H: 2.3050 -2.9633 0.5465
Cl: -2.8199 -0.2194 -0.2073
C: 1.0487 -0.1329 3.6636
C: -0.2713 0.0173 3.0465
C: -1.4057 0.2632 3.9569
O: -0.3960 -0.0211 1.7844
H: 0.9673 -0.0485 4.7518
H: 1.7174 0.6652 3.3132
H: 1.4993 -1.0990 3.4291
H: -1.8343 1.2690 3.7869
H: -2.2157 -0.4764 3.8279
H: -1.0344 0.2108 4.9941

* net charge: +2
* 2S+1: 2
* largest force on an atom: 4.11 eV/A
* M: 372.06 g mol⁻¹
* LUMO energy (alpha / beta): -7.3629 / -7.2927 eV
* energy: -82666.02339 eV
* HOMO-LUMO gap (alpha / beta): 8.38 / 8.92 eV

Mulliken atomic charge list, values in e, 4 entries: C -1.0265; C 0.7978; H 0.3561; H 0.2980

---

DFT (the ωB97M-V functional and the def2-TZVPD basis) results for a structure of composition C11H27I2OP2Y in a non-equilibrium geometry.

Cartesian coordinates (Å):
I: 1.1486 -2.2443 -2.7484
I: 1.1632 -2.2630 1.5446
Y: 0.2547 -0.3611 -0.5958
P: 2.5065 1.0072 0.3327
C: 3.1631 1.3095 2.0144
C: 3.8185 -0.1258 -0.3357
H: 4.7683 0.4039 -0.1930
H: 4.0939 2.6859 -0.3512
H: 3.6469 -0.3586 -1.3968
H: 2.7699 2.5588 -1.5487
H: 3.1550 0.3754 2.5923
H: 3.8218 -1.0854 0.2054
C: 3.0086 2.5621 -0.4758
H: 4.1880 1.6803 1.9041
H: 2.4963 3.4341 -0.0352
H: 2.5452 2.0606 2.5247
P: -2.4593 -1.0388 -0.5117
C: -3.5976 -1.4655 0.8453
C: -3.6124 -0.1822 -1.6296
H: -1.7918 -2.6056 -2.3157
H: -3.4192 -2.9712 -1.5939
H: -1.8805 -3.4321 -0.7656
C: -2.3821 -2.6753 -1.3901
H: -3.1509 0.0685 -2.5934
H: -4.4741 -0.8367 -1.8089
H: -4.5047 -1.8762 0.3937
H: -3.8316 -0.5609 1.4192
H: -3.9712 0.7628 -1.1962
H: -3.1252 -2.2077 1.5029
C: -0.3830 -0.0931 1.7705
O: -0.6453 0.0803 2.8851
C: -0.6997 3.3115 1.5357
C: -1.5605 2.8430 0.3434
C: -2.3824 4.0429 -0.1509
C: -0.7399 2.1006 -0.7087
H: 0.0810 4.0184 1.2068
H: -0.2198 2.4704 2.0626
H: -1.3554 3.8204 2.2641
H: -2.2751 2.1100 0.7471
H: -1.7178 4.8099 -0.5491
H: -3.0756 3.7800 -0.9475
H: -2.9593 4.5027 0.6599
H: -1.3588 1.8945 -1.5889
H: 0.1606 2.6781 -0.9423

* net charge: +2
* 2S+1: 1
* largest force on an atom: 4.51 eV/A
* M: 580.00 g mol⁻¹
* LUMO energy (alpha / beta): -9.1342 / -10.9331 eV
* ΔE to the lowest compared entry with this formula, charge and spin: 0.0 kcal/mol
* energy: -49699.41765 eV
* HOMO-LUMO gap (alpha / beta): 7.07 / 4.27 eV

Mulliken atomic charge list, values in e, 4 entries: I -0.0486; I 0.0354; Y -0.1148; P 1.1068

---

DFT (the ωB97M-V functional and the def2-TZVPD basis) results for a cluster of 2 separate species, C11H28BNO in total in a non-equilibrium geometry.

Cartesian coordinates (Å):
C: 4.6584 -1.3231 1.1954
C: 4.3063 -1.7951 -0.2156
C: 4.0790 -0.6670 -1.2294
C: 2.6492 -0.0919 -1.2953
B: 1.8358 0.0557 0.0476
N: 1.0535 1.1955 0.2772
C: 0.5224 1.6446 1.5670
C: -0.8863 1.1224 1.8966
C: -1.1791 -0.3159 1.4793
C: -0.5810 -1.3433 2.4413
H: 5.1995 -0.3733 1.1737
H: 3.7814 -1.1752 1.8256
H: 5.3006 -2.0417 1.7084
H: 3.4107 -2.4233 -0.1806
H: 5.1085 -2.4353 -0.5890
H: 4.7772 0.1472 -1.0093
H: 4.3536 -1.0284 -2.2234
H: 2.0474 -0.7548 -1.9336
H: 2.6785 0.8665 -1.8276
H: 1.7976 -0.8217 0.8620
H: 1.3147 1.9750 -0.3111
H: 0.4695 2.7334 1.5237
H: 1.2242 1.4008 2.3670
H: -1.6246 1.7944 1.4519
H: -1.0194 1.1948 2.9813
H: -0.8221 -0.4817 0.4607
H: -2.2620 -0.4347 1.4353
H: -1.2377 -1.4945 3.3005
H: -0.4300 -2.3152 1.9690
H: 0.3911 -1.0183 2.8199
C: -5.2643 1.5023 -1.9984
C: -3.9546 0.9503 -1.4626
C: -3.3102 -0.0399 -2.4180
O: -4.1343 0.3668 -0.1730
H: -5.9814 0.6899 -2.1494
H: -5.6943 2.2159 -1.2964
H: -5.1162 1.9999 -2.9579
H: -3.2612 1.7755 -1.2817
H: -3.9745 -0.8942 -2.5794
H: -2.3692 -0.4055 -2.0078
H: -3.1150 0.4202 -3.3879
H: -4.7414 -0.3773 -0.2560

* 2S+1: 1
* largest force on an atom: 1.06 eV/A
* M: 201.16 g mol⁻¹
* LUMO energy: 0.7452 eV
* ΔE to the lowest compared entry with this formula, charge and spin: 0.0 kcal/mol
* energy: -16075.95181 eV
* HOMO-LUMO gap: 10.45 eV

Mulliken atomic charge list, values in e, 4 entries: C -0.9995; C -0.4239; C -0.6682; C -0.7882

---

DFT (the ωB97M-V functional and the def2-TZVPD basis) results for a cluster of 3 separate species, C11H28N2O5P in total in a non-equilibrium geometry.

Cartesian coordinates (Å):
C: 2.4784 -0.4401 0.3408
C: 1.7360 0.4124 -0.7239
O: 1.1910 -0.2983 -1.8066
C: 0.2645 -1.2950 -1.4149
C: -0.6812 -0.9059 -0.2702
C: -1.7418 -2.0070 0.1822
O: -3.0032 -1.3627 0.2414
P: -2.8038 0.3813 0.2685
O: -1.3617 0.2397 -0.7253
H: 2.1956 -1.4943 0.3760
H: 2.2470 -0.0147 1.3262
H: 3.5672 -0.4112 0.2253
H: 1.0166 1.0895 -0.2453
H: 2.4894 1.0825 -1.1656
H: -0.3668 -1.5020 -2.2876
H: 0.8125 -2.2316 -1.1977
H: -0.1933 -0.6605 0.6874
H: -1.5098 -2.1742 1.2513
H: -1.7089 -2.9667 -0.3503
H: -3.9242 0.4480 1.1834
H: -3.7356 0.4051 -0.8640
H: -2.6520 1.8217 0.0973
H: -1.9596 0.3910 1.4641
C: -6.7185 4.4673 0.9970
C: -5.4192 4.4737 0.2307
O: -4.3879 4.9086 0.7121
N: -5.4317 3.9741 -1.0330
C: -6.5583 3.4223 -1.7565
H: -6.5535 4.8910 1.9833
H: -7.4669 5.0698 0.4784
H: -7.0825 3.4454 1.1127
H: -4.5343 4.0004 -1.4896
H: -6.3368 2.3881 -2.0275
H: -6.7212 4.0025 -2.6684
H: -7.4640 3.4437 -1.1595
C: 6.7846 -3.7601 2.0422
C: 5.9779 -2.7621 1.2492
O: 4.9555 -2.2635 1.6809
N: 6.4325 -2.4268 0.0097
C: 7.6192 -2.9129 -0.6667
H: 6.3029 -3.9275 3.0007
H: 6.8402 -4.7106 1.5090
H: 7.7913 -3.3778 2.2192
H: 5.8484 -1.7584 -0.4671
H: 8.2754 -2.0703 -0.8948
H: 7.3286 -3.3992 -1.6002
H: 8.1622 -3.6247 -0.0545

* net charge: -1
* 2S+1: 1
* largest force on an atom: 1.92 eV/A
* M: 299.33 g mol⁻¹
* LUMO energy: 2.2107 eV
* energy: -34366.34372 eV
* HOMO-LUMO gap: 5.67 eV

Mulliken atomic charge list, values in e, 4 entries: C -0.8894; C -0.2538; O -0.4038; C -1.1255

---

DFT (the ωB97M-V functional and the def2-TZVPD basis) results for a cluster of 3 separate species, C11H28NO4P in total.

Cartesian coordinates (Å):
C: 3.0218 1.9748 -1.7060
O: 2.4150 3.2569 -1.7945
C: 1.4281 3.3385 -2.8057
P: -0.2188 2.7618 -2.1760
O: -1.9201 2.1538 -1.5502
C: -2.0887 0.9626 -1.9578
N: -2.1443 -0.1131 -2.3705
H: 2.2892 1.1667 -1.5780
H: 3.6179 1.7568 -2.6043
H: 3.6766 1.9784 -0.8299
H: 1.3713 4.3817 -3.1421
H: 1.6877 2.7201 -3.6851
H: -0.4627 3.8135 -1.2973
H: 0.2756 1.5894 -1.6155
H: -0.8096 2.7086 -3.4426
C: 3.5443 -3.7212 -0.8243
C: 3.1993 -2.3128 -0.3719
O: 2.2362 -1.6584 -1.1805
C: 0.9650 -2.2971 -1.2568
C: 0.2622 -2.4319 0.0830
H: 3.8900 -3.7182 -1.8589
H: 4.3391 -4.1234 -0.1946
H: 2.6922 -4.3971 -0.7494
H: 4.0840 -1.6776 -0.4358
H: 2.8856 -2.3197 0.6781
H: 1.0590 -3.2780 -1.7351
H: 0.3593 -1.6796 -1.9201
H: 0.8106 -3.0682 0.7790
H: -0.7223 -2.8758 -0.0682
H: 0.1284 -1.4524 0.5458
C: -3.5609 1.4607 1.3712
C: -2.1616 1.0287 1.7705
O: -1.8648 1.1821 3.1481
C: -2.6787 0.4416 4.0402
C: -2.6180 -1.0629 3.8376
H: -3.7364 2.5026 1.6441
H: -3.6747 1.3623 0.2927
H: -4.3343 0.8513 1.8407
H: -1.4267 1.6550 1.2629
H: -1.9808 -0.0033 1.4464
H: -3.7183 0.7869 3.9949
H: -2.2990 0.6987 5.0296
H: -3.0148 -1.3644 2.8676
H: -3.2134 -1.5595 4.6050
H: -1.5895 -1.4188 3.9135

* 2S+1: 1
* largest force on an atom: 0.77 eV/A
* M: 269.32 g mol⁻¹
* LUMO energy: 0.6059 eV
* ΔE to the lowest compared entry with this formula, charge and spin: 51.0 kcal/mol
* energy: -30826.58292 eV
* HOMO-LUMO gap: 10.15 eV

Mulliken atomic charge list, values in e, 4 entries: C -0.3084; O -0.3554; C -0.6929; P 0.5063

---

Among the records above, which one has the highest energy?
C11H28BNO